(1)
Formula: C31H46N9PPt
Source: OMol25
Level of theory: ωB97M-V/def2-TZVPD

ORCA input file:
```
! RIJCOSX wB97M-V def2-TZVPD def2/J DEFGRID3
* xyz 0 1
Pt 0.497 0.160 -0.309
N 3.143 -1.140 -2.068
C 2.385 -2.037 -1.344
N 2.511 -3.344 -1.418
N 1.530 -3.816 -0.618
N 0.860 -2.857 -0.094
N 1.408 -1.683 -0.509
C 2.600 0.048 -2.498
N 3.121 0.812 -3.435
N 2.296 1.878 -3.502
N 1.338 1.769 -2.661
N 1.487 0.595 -2.001
H 3.858 -1.538 -2.654
C 3.930 -2.760 1.792
C 3.251 -2.254 3.071
C 4.236 -1.479 3.941
C 2.026 -1.457 2.698
C 0.777 -2.083 2.644
C -0.377 -1.462 2.234
C -1.594 -2.387 2.255
C -2.742 -2.089 1.305
C -2.119 -2.617 3.679
C -0.318 -0.064 1.856
C 0.947 0.605 2.019
C 2.096 -0.131 2.358
C 1.058 2.106 2.214
C 0.886 2.414 3.707
C 2.385 2.679 1.717
C -1.569 0.771 1.965
C -2.229 0.691 3.194
C -3.418 1.353 3.428
C -3.969 2.127 2.420
C -3.299 2.261 1.218
C -2.088 1.608 0.964
P -1.148 1.784 -0.615
C -0.918 3.651 -0.990
C -2.006 4.527 -0.358
C -0.893 3.957 -2.498
C 0.430 4.115 -0.434
C -2.292 1.054 -1.938
C -3.588 1.847 -2.150
C -2.704 -0.339 -1.465
C -1.569 0.867 -3.280
H 4.815 -3.348 2.041
H 4.244 -1.916 1.173
H 3.260 -3.385 1.202
H 2.906 -3.125 3.637
H 4.688 -0.648 3.395
H 5.048 -2.135 4.255
H 3.755 -1.079 4.835
H 0.727 -3.138 2.892
H -1.176 -3.338 1.916
H -3.223 -1.129 1.498
H -3.502 -2.864 1.421
H -2.397 -2.119 0.276
H -2.738 -1.786 4.020
H -1.307 -2.760 4.393
H -2.743 -3.513 3.693
H 3.039 0.392 2.423
H 0.239 2.585 1.685
H 1.676 1.933 4.287
H -0.076 2.067 4.085
H 0.948 3.491 3.875
H 3.206 2.402 2.380
H 2.345 3.767 1.706
H 2.624 2.335 0.710
H -1.785 0.083 3.972
H -3.910 1.265 4.388
H -4.910 2.640 2.569
H -3.739 2.895 0.467
H -2.995 4.344 -0.774
H -1.749 5.565 -0.585
H -2.048 4.429 0.726
H -1.826 3.726 -3.004
H -0.072 3.453 -2.997
H -0.737 5.034 -2.592
H 0.420 4.188 0.651
H 0.625 5.118 -0.819
H 1.243 3.468 -0.758
H -4.217 1.840 -1.262
H -4.155 1.348 -2.939
H -3.434 2.876 -2.465
H -3.290 -0.299 -0.550
H -1.836 -0.982 -1.304
H -3.318 -0.799 -2.243
H -1.166 1.780 -3.703
H -2.295 0.457 -3.986
H -0.754 0.151 -3.189
*
```

Its frontier orbital gap is 0.2787 Ha. As for the molecular weight: 770.8 g mol⁻¹. Its total energy is -58840.3898 eV. The value obtained for the energy above the lowest of the compared OMol25 structures with the same formula, charge and spin is 0.0 kJ/mol.


(2)
Formula: C4H6N2O2
Source: OMol25
Level of theory: ωB97M-V/def2-TZVPD

ORCA input file:
```
! RIJCOSX wB97M-V def2-TZVPD def2/J DEFGRID3
* xyz 0 1
C -0.690 1.512 0.335
C 0.199 -1.091 -0.352
C 1.002 0.108 -0.636
C -1.556 0.448 0.829
N 0.462 1.418 -0.189
N -2.600 0.017 -0.066
O -3.430 -0.806 0.261
O -2.515 0.522 -1.170
H -0.877 2.660 0.397
H -0.380 -1.320 -1.115
H 0.480 -1.659 0.507
H 2.126 -0.075 -0.230
H 1.150 0.172 -1.668
H -1.500 -0.006 1.724
*
```

Its frontier orbital gap (spin up / spin down) is 0.2748 / 0.3283 Ha. As for the molecular weight: 114.1 g mol⁻¹. Its total energy is -11312.7376 eV. The value obtained for the energy above the lowest of the compared OMol25 structures with the same formula, charge and spin is 801.2 kJ/mol.


(3)
Formula: H4S2Si
Source: OMol25
Level of theory: ωB97M-V/def2-TZVPD

ORCA input file:
```
! RIJCOSX wB97M-V def2-TZVPD def2/J DEFGRID3
* xyz 0 1
Si 0.052 1.041 -0.279
S -0.972 -0.534 1.009
S -0.156 -2.387 0.555
H -0.641 0.759 -1.527
H -0.758 1.960 0.467
H 1.507 1.102 -0.334
H 0.968 -1.941 0.108
*
```

Its frontier orbital gap is 0.3137 Ha. As for the molecular weight: 96.3 g mol⁻¹. Its total energy is -29612.2398 eV. The value obtained for the energy above the lowest of the compared OMol25 structures with the same formula, charge and spin is 146.4 kJ/mol.


(4)
Formula: C23H23BrFIrN4O3S
Source: OMol25
Level of theory: ωB97M-V/def2-TZVPD

ORCA input file:
```
! RIJCOSX wB97M-V def2-TZVPD def2/J DEFGRID3
* xyz 3 2
Ir 4.468 0.586 0.429
C -1.643 3.843 -2.508
C -1.511 4.026 -1.000
N -0.538 3.086 -0.418
C 0.716 3.505 -0.281
C 1.749 2.728 0.193
C 3.144 3.377 0.227
O 3.187 4.549 -0.028
O 4.120 2.582 0.534
C 1.515 1.402 0.593
O 2.378 0.566 1.067
C 0.143 0.953 0.434
C -0.176 -0.373 0.761
C -1.442 -0.847 0.600
F -1.649 -2.135 0.896
C -2.517 -0.011 0.175
C -2.173 1.292 -0.182
C -0.872 1.793 -0.067
N -3.828 -0.448 0.110
C -4.958 0.434 0.354
C -6.022 0.271 -0.743
N -6.077 -1.164 -1.187
C -5.678 -2.069 -0.071
C -4.189 -1.870 0.206
H -2.382 4.547 -2.887
H -1.951 2.831 -2.771
H -0.697 4.055 -3.004
H -2.470 3.902 -0.500
H -1.168 5.036 -0.788
H 0.939 4.528 -0.559
H 0.584 -1.035 1.147
H -2.945 1.936 -0.573
H -4.649 1.473 0.402
H -5.385 0.188 1.333
H -5.801 0.898 -1.604
H -6.992 0.561 -0.342
H -5.427 -1.311 -1.963
H -7.012 -1.392 -1.533
H -5.858 -3.109 -0.339
H -6.298 -1.838 0.793
H -3.596 -2.434 -0.515
H -3.978 -2.284 1.195
S 4.305 -3.150 3.010
C 4.241 -1.497 2.625
N 4.964 -1.129 1.591
C 5.679 -2.196 1.048
C 6.612 -2.148 0.014
C 7.203 -3.329 -0.400
C 6.879 -4.544 0.205
C 5.976 -4.603 1.251
C 5.403 -3.412 1.687
H 3.648 -0.810 3.211
H 6.894 -1.203 -0.438
H 7.921 -3.301 -1.207
H 7.341 -5.455 -0.146
H 5.707 -5.546 1.706
Br 4.166 -0.304 -1.742
*
```

Its frontier orbital gap (spin up / spin down) is 0.1689 / 0.1716 Ha. As for the molecular weight: 726.6 g mol⁻¹. As for the expectation value of S²: 0.78. Its total energy is -122733.5420 eV. The value obtained for the energy above the lowest of the compared OMol25 structures with the same formula, charge and spin is 129.0 kJ/mol.


Copy entry 3 word for word.
Formula: H4S2Si
Source: OMol25
Level of theory: ωB97M-V/def2-TZVPD

ORCA input file:
```
! RIJCOSX wB97M-V def2-TZVPD def2/J DEFGRID3
* xyz 0 1
Si 0.052 1.041 -0.279
S -0.972 -0.534 1.009
S -0.156 -2.387 0.555
H -0.641 0.759 -1.527
H -0.758 1.960 0.467
H 1.507 1.102 -0.334
H 0.968 -1.941 0.108
*
```

Its frontier orbital gap is 0.3137 Ha. As for the molecular weight: 96.3 g mol⁻¹. Its total energy is -29612.2398 eV. The value obtained for the energy above the lowest of the compared OMol25 structures with the same formula, charge and spin is 146.4 kJ/mol.